An isolated molecule of C2H3N3OS at a distorted geometry, computed with ωB97M-V/def2-TZVPD.

Last column: Mulliken charge in e.
Element x y z (Å)
O: 1.4300 1.2411 -1.0722  -0.5240
C: 0.5797 0.3952 -0.5552  0.5625
N: -0.5265 -0.0331 -1.1326  -0.4549
C: -1.1361 -0.7260 -0.0675  0.1340
S: -2.6475 -1.3966 -0.3061  -0.3149
N: -0.4261 -0.4787 1.1565  -0.2374
N: 0.8344 -0.1360 0.7458  -0.1974
H: 0.9796 2.0122 -1.7092  0.4196
H: -0.5480 -1.3745 1.6937  0.3196
H: 1.4606 0.4965 1.2469  0.2929

Results
* maximum force: 4.48 eV/A
* energy relative to the best compared isomer or geometry (same formula, charge and spin): 27.6 kcal per mole
* HOMO energy: -8.304 eV
* charge: 0
* calculated total energy: -715.652228 Ha